Below is a molecular structure, C9H10I2N6O6Sn, with properties calculated with ωB97M-V with the def2-TZVPD basis set.

Properties
Maximum force   0.0070 hartree/bohr
E_HOMO   -14.4 eV
Total charge   +2
Orbital gap   7.873 eV
M   670.7 g/mol

Structure (XYZ):
```
34
C9H10I2N6O6Sn (ωB97M-V with the def2-TZVPD basis set)
Sn -0.22030 0.20041 0.03106
O -2.50309 -8.54536 -0.02682
C -1.84738 -7.66560 -0.27930
O -1.10267 -6.77494 -0.59499
C -1.04714 -5.31476 -0.22938
C -1.96331 -4.81036 0.65412
C -1.81010 -3.45237 0.89859
N -0.85991 -2.71099 0.32399
C -0.01284 -3.28083 -0.52438
C -0.05327 -4.63674 -0.85380
C 1.05429 -2.42638 -1.20850
O 1.80515 -2.98456 -1.96440
O 1.05196 -1.15158 -0.93250
H -2.74453 -5.38688 1.13155
H -2.48768 -2.95347 1.58007
H 0.65427 -5.05048 -1.56001
I -0.90973 3.41300 1.45275
C -1.31365 2.73117 3.41789
I -0.50606 0.83455 3.91779
H -2.38761 2.67876 3.53483
H -0.86883 3.44524 4.09753
N 2.20745 0.54437 1.11979
N 3.01643 1.35377 0.30835
C 2.52713 1.82299 -0.85729
N 3.31223 2.47552 -1.68928
N 1.22191 1.58657 -1.02085
N 0.57407 1.87223 -2.18871
O -0.58578 1.44260 -2.15911
O 1.07663 2.45690 -3.10725
H 2.14756 0.93854 2.05460
H 2.61189 -0.38824 1.15729
H 3.98939 1.48036 0.54477
H 4.29036 2.61598 -1.49397
H 2.92517 2.81146 -2.56080
```

Below is a molecular structure, C55H49N4OP2W at a distorted geometry, with properties calculated with ωB97M-V with the def2-TZVPD basis set.

Properties
Maximum force   0.0240 hartree/bohr
E_HOMO (spin up / spin down)   -15.0 / -15.0 eV
2S+1   3
Total charge   +3
Orbital gap (spin up / spin down)   6.512 / 5.872 eV
M   1027.8 g/mol

Structure (XYZ):
```
112
C55H49N4OP2W (ωB97M-V with the def2-TZVPD basis set)
W -0.12771 -0.28428 -0.00575
C -3.87366 -2.02747 -1.58593
C -3.43938 -3.15713 -2.24662
C -2.09068 -3.47708 -2.20816
C -1.22299 -2.65731 -1.53213
N -1.63747 -1.53619 -0.91673
C -2.94801 -1.24261 -0.93521
C 0.19708 -2.98254 -1.28817
C 0.82304 -4.13188 -1.69711
C 2.06991 -4.43037 -1.18442
C 2.62600 -3.59460 -0.23169
C 1.96556 -2.44027 0.10647
N 0.80289 -2.10862 -0.47580
C 2.42263 -1.47232 1.13686
C 3.55102 -1.65092 1.89632
C 3.93777 -0.65795 2.78712
C 3.19747 0.50212 2.84401
C 2.05856 0.60446 2.07196
N 1.64601 -0.38070 1.27078
H -4.91874 -1.74449 -1.57035
H -4.14233 -3.79194 -2.77573
H -1.71989 -4.36682 -2.70471
H -3.24796 -0.35532 -0.41956
H 0.33118 -4.81006 -2.38242
H 2.58581 -5.33540 -1.48741
H 3.55907 -3.86020 0.24707
H 4.13187 -2.56137 1.80376
H 4.82032 -0.78655 3.40691
H 3.47963 1.32468 3.49090
H 1.43688 1.48673 2.10714
C -0.85785 0.37041 3.21408
P -1.21156 -1.05147 2.13029
C -0.55753 -2.51998 2.93987
C -0.40302 -2.53546 4.32623
C 0.02783 -3.69333 4.96345
C 0.29871 -4.83891 4.22593
C 0.13235 -4.83589 2.84531
C -0.29311 -3.67837 2.20353
C -3.01129 -1.21958 2.13134
C -3.59834 -2.47079 1.94559
C -4.98313 -2.59400 1.94556
C -5.78369 -1.47143 2.12411
C -5.20162 -0.22071 2.29700
C -3.81660 -0.08896 2.29650
C -0.90667 1.58821 2.35217
C -1.23186 2.88239 2.61518
C -1.18097 3.59417 1.37041
C -0.82085 2.70162 0.40778
C -0.60205 2.83398 -1.06198
P -1.21779 1.25064 -1.74182
C -2.95933 1.66831 -2.01246
C -3.41399 2.02336 -3.28351
C -4.69225 2.55311 -3.42490
C -5.50984 2.72845 -2.31297
C -5.05462 2.37595 -1.04801
C -3.78249 1.84779 -0.89577
C -0.60563 0.66705 -3.35185
C 0.52862 1.11203 -4.02608
C 0.92081 0.51694 -5.22001
C 0.19076 -0.53910 -5.75237
C -0.95314 -0.98136 -5.09827
C -1.35084 -0.38022 -3.91347
N -0.63224 1.45080 0.99177
H -1.58692 0.41962 4.01912
H 0.11847 0.20711 3.66812
H -0.63110 -1.65556 4.91917
H 0.14048 -3.70258 6.04294
H 0.63166 -5.74206 4.73132
H 0.32184 -5.73872 2.27341
H -0.44975 -3.69032 1.13430
H -2.98405 -3.35619 1.83081
H -5.43727 -3.57077 1.82401
H -6.86591 -1.57417 2.14180
H -5.82723 0.65430 2.44838
H -3.37096 0.89497 2.43023
H -1.49755 3.29885 3.58381
H -1.41613 4.64426 1.22213
H -1.14437 3.67818 -1.47154
H 0.43612 2.92698 -1.27870
H -2.78792 1.90155 -4.15675
H -5.04614 2.83610 -4.40996
H -6.50515 3.14336 -2.43333
H -5.69036 2.52319 -0.17980
H -3.42311 1.59630 0.10032
H 1.11511 1.93338 -3.63968
H 1.79425 0.89255 -5.74176
H 0.49625 -0.99729 -6.68805
H -1.55471 -1.78017 -5.52859
H -2.28663 -0.68714 -3.45823
C 5.54247 4.98028 1.70219
C 4.92993 3.95145 0.79038
C 3.99649 4.31295 -0.19215
C 3.40888 3.37976 -1.01928
C 2.79203 3.86980 -2.30590
C 3.65658 2.00025 -0.76060
C 2.81183 0.87657 -0.99110
O 1.57828 0.74987 -1.16505
C 4.80125 1.65126 0.03268
C 5.43623 0.27196 -0.00043
C 5.37312 2.62603 0.82267
H 5.09072 5.96143 1.57345
H 6.61556 5.06741 1.50726
H 5.44004 4.67935 2.74753
H 3.79206 5.36900 -0.36144
H 3.60459 3.95097 -3.03119
H 2.36156 4.86377 -2.19212
H 2.05599 3.20871 -2.74382
H 3.34520 -0.07199 -0.91312
H 4.79602 -0.52685 0.37069
H 6.34041 0.26985 0.60330
H 5.72291 0.01625 -1.02142
H 6.21830 2.36687 1.46000
```

Below is a molecular structure, C16H19ClV at a distorted geometry, with properties calculated with ωB97M-V with the def2-TZVPD basis set.

Properties
Maximum force   0.0931 hartree/bohr
E_HOMO (spin up / spin down)   0.3 / 0.3 eV
2S+1   4
Relative energy (zero: lowest compared OMol25 entry of this formula, charge and spin)   0.00 kJ/mol
Total charge   -2
Orbital gap (spin up / spin down)   4.466 / 4.468 eV
M   297.7 g/mol

Structure (XYZ):
```
37
C16H19ClV (ωB97M-V with the def2-TZVPD basis set)
C 0.92731 -1.67930 0.37951
C 0.97897 -1.54330 -1.02910
C -0.37124 -1.59186 -1.54200
H 1.86254 -1.53257 -1.62705
C -1.22267 -1.94192 -0.45013
C -0.43194 -2.00500 0.72977
H -0.80945 -2.24980 1.72728
H 1.77137 -1.68976 1.06746
H -0.70125 -1.52446 -2.56366
H -2.26855 -2.18458 -0.53370
V -0.24193 -0.06878 -0.24939
Cl 1.28147 1.56486 -0.85500
C 0.08458 2.59269 -3.88568
C -1.14755 1.94400 -4.21665
C -0.83528 0.69719 -4.84503
H -2.14540 2.34804 -4.05056
C 0.58775 0.57594 -4.90562
C 1.15742 1.74664 -4.31421
H 2.21911 1.97646 -4.23352
H 0.19221 3.57277 -3.41946
H -1.55512 -0.01577 -5.24004
H 1.14201 -0.24456 -5.35456
C -2.36188 2.24648 4.04608
C -3.03230 1.02449 3.38607
C -2.90785 -0.19535 4.29329
C -4.52000 1.28291 3.11577
C -2.29838 0.74742 2.13656
C -1.46301 0.67472 1.25705
H -2.75795 2.47754 5.04964
H -2.54249 3.14534 3.44085
H -1.27856 2.06081 4.11814
H -3.39210 0.00383 5.25150
H -3.40320 -1.03281 3.80531
H -1.85908 -0.45185 4.45082
H -4.67424 2.16452 2.48434
H -4.94484 0.40727 2.61530
H -5.07097 1.45313 4.05153
```

Below is 2 unconnected molecules or ions with the total composition C5H13NO at a distorted geometry, with properties calculated with ωB97M-V with the def2-TZVPD basis set.

Properties
Maximum force   0.0417 hartree/bohr
E_HOMO   -9.8 eV
Relative energy (zero: lowest compared OMol25 entry of this formula, charge and spin)   37.24 kJ/mol
Orbital gap   10.643 eV
M   103.2 g/mol

Structure (XYZ):
```
20
C5H13NO (ωB97M-V with the def2-TZVPD basis set)
C -1.82702 0.50456 -0.82855
C -0.84748 1.62248 -1.16886
C 0.58885 1.18816 -0.97408
N 1.25513 0.80100 -2.09534
O 1.16042 1.18807 0.10167
H -1.53025 -0.43253 -1.30801
H -2.83876 0.82221 -1.06601
H -1.79451 0.22862 0.22695
H -0.89730 1.94233 -2.21602
H -1.09890 2.49685 -0.57061
H 2.17365 0.39963 -2.01700
H 0.89077 0.75957 -3.03205
C 1.13096 -1.77938 1.35504
C 0.06046 -1.17858 2.34959
H 1.03099 -1.16285 0.47062
H 2.11869 -1.57044 1.75485
H 0.92842 -2.84055 1.28247
H -0.73762 -1.89179 2.52949
H -0.31036 -0.24525 1.93335
H 0.54387 -0.85211 3.27248
```

Below is a molecular structure, C7H20BrO4V at a distorted geometry, with properties calculated with ωB97M-V with the def2-TZVPD basis set.

Properties
Maximum force   0.1111 hartree/bohr
E_HOMO (spin up / spin down)   -9.8 / -9.8 eV
2S+1   3
Orbital gap (spin up / spin down)   7.581 / 7.572 eV
M   299.1 g/mol

Structure (XYZ):
```
33
C7H20BrO4V (ωB97M-V with the def2-TZVPD basis set)
O 1.81352 1.07730 -5.04461
V 2.55641 1.75118 -3.71529
Br 1.32189 0.34813 -1.84672
C 2.23966 -1.00017 2.19934
C 3.68733 -0.96816 1.65941
C 4.12768 -2.11946 0.80331
O 3.83315 0.15751 0.84402
H 1.49051 -0.99879 1.40758
H 2.09993 -0.09625 2.79223
H 2.02560 -1.87281 2.81642
H 4.38036 -0.87555 2.49562
H 3.83862 -3.06062 1.27103
H 5.20665 -2.00846 0.69552
H 3.69444 -2.20489 -0.19323
H 3.17084 0.14585 0.14917
C -2.66927 -0.09687 2.78626
C -1.54958 0.28143 1.86535
O -1.41422 -0.64353 0.73784
H -2.46388 -1.09292 3.17841
H -3.66278 -0.12800 2.33897
H -2.70199 0.60195 3.62215
H -0.56465 0.36715 2.32433
H -1.79069 1.29125 1.53332
H -0.82063 -0.23168 0.10568
C -3.80439 0.70306 -3.08629
C -2.93401 1.84957 -2.51137
O -1.52903 1.63777 -2.78178
H -3.98883 1.00829 -4.11629
H -4.84438 0.70684 -2.75995
H -3.37918 -0.29990 -3.04906
H -3.00680 1.92335 -1.42631
H -3.25817 2.79648 -2.94306
H -1.10408 1.05096 -2.15198
```

Below is a molecular structure, C19H20BCl3CuN11OSi at a distorted geometry, with properties calculated with ωB97M-V with the def2-TZVPD basis set.

Properties
Maximum force   0.0566 hartree/bohr
E_HOMO   -8.2 eV
Relative energy (zero: lowest compared OMol25 entry of this formula, charge and spin)   875.25 kJ/mol
Orbital gap   6.396 eV
M   627.2 g/mol

Structure (XYZ):
```
57
C19H20BCl3CuN11OSi (ωB97M-V with the def2-TZVPD basis set)
Cu 0.38182 1.01307 0.62611
C 3.39237 2.89470 0.87550
C 3.18350 1.41521 0.87903
C 3.98391 0.51786 0.17045
C 3.59577 -0.84819 0.06804
N 2.63997 -1.50858 0.66296
N 2.14294 0.90108 1.57712
B -0.12780 -1.06368 -0.42586
N -1.52442 -0.79523 -0.03802
C -2.79441 -1.23567 -0.19551
C -3.61622 -0.28578 0.35154
C -2.77054 0.74926 0.81547
C -3.12531 2.02830 1.48915
N -1.52043 0.41726 0.55026
N 0.51052 -0.57321 -1.63915
C 0.58322 -0.94059 -2.94344
C 1.15882 0.10019 -3.62216
C 1.39461 1.10533 -2.65097
C 2.00446 2.45607 -2.80777
N 0.99507 0.68375 -1.46822
N -2.16921 -4.33118 2.06929
C -0.29249 -3.93103 -1.28758
C -1.45947 -4.57576 -1.28253
C -2.47788 -4.78371 -0.30221
C -3.73645 -5.56077 -0.61300
N -2.27131 -4.51839 0.97226
H 4.17881 3.14377 1.59111
H 2.47898 3.39915 1.17928
H 3.70090 3.26109 -0.10429
H 4.81163 0.85920 -0.43769
H 4.17585 -1.42810 -0.65823
H -3.00908 -2.18041 -0.66605
H -4.69079 -0.31036 0.40584
H -4.20567 2.13319 1.56025
H -2.71781 2.87326 0.93515
H -2.69452 2.06309 2.48953
H 0.23918 -1.90527 -3.27829
H 1.38541 0.14544 -4.67343
H 2.28493 2.63782 -3.84304
H 2.89556 2.53308 -2.18345
H 1.30983 3.23242 -2.48691
H 0.42102 -3.93002 -2.09474
H -1.65131 -5.09854 -2.21618
H -4.19193 -5.18981 -1.53054
H -4.46828 -5.44329 0.18477
H -3.53699 -6.62731 -0.73424
O 0.09765 2.94987 0.91656
N -0.21433 3.24386 2.13314
C -0.17228 4.51613 2.42273
C 0.21939 5.50492 1.45833
N 0.54069 6.29381 0.68610
C -0.54447 4.91610 3.74501
N -0.84172 5.25356 4.80315
Cl 0.23511 -2.97054 0.06327
Si 2.09629 -0.73625 1.98732
Cl 3.43263 -1.43484 3.45975
Cl 0.35430 -1.03533 3.05503
```